Record 1
{
  "formula": "C8H10Br2NO",
  "method": "ωB97M-V with the def2-TZVPD basis set",
  "species": ["C", "C", "C", "C", "C", "C", "C", "C", "N", "O", "Br", "Br", "H", "H", "H", "H", "H", "H", "H", "H", "H", "H"],
  "coordinates": [[-1.25624, -0.69398, -0.35990], [-1.95308, 1.59692, 0.14548], [-2.56825, -1.10212, -0.24484], [-3.25417, 1.18157, 0.26349], [-0.88429, 0.71165, -0.20806], [-3.62308, -0.14346, -0.09765], [3.54500, -0.45347, 0.75709], [0.41335, 1.16632, -0.24432], [4.61704, -1.00925, -0.26897], [-4.88200, -0.65498, -0.06081], [1.06440, 2.70187, 0.38026], [1.69731, 0.15328, -1.10587], [-0.39909, -1.39553, -0.43386], [-1.90060, 2.63009, 0.40783], [-2.59323, -2.21955, -0.54140], [-3.89661, 1.98284, 0.52884], [3.13876, -1.30528, 1.22774], [3.76855, 0.39376, 1.44968], [3.88375, -1.54273, -0.86447], [5.21447, -1.76179, 0.25623], [5.26792, -0.31190, -0.58524], [-5.39992, 0.07574, -0.40123]],
  "atomic_forces_ev_per_a": [[0.946, 1.637, 0.625], [0.006, -0.882, 0.112], [1.034, -1.124, -1.656], [0.231, -1.449, -1.258], [-2.139, -0.731, 0.799], [1.394, -1.359, 1.355], [1.666, 0.654, 0.175], [0.349, -1.206, -0.850], [-2.107, -2.612, 3.383], [0.585, 0.900, -0.493], [0.396, 1.967, 0.792], [0.309, -0.418, -0.733], [-1.060, 0.288, -0.218], [1.134, 0.537, -0.098], [-1.218, 1.950, 0.956], [-1.215, 0.040, 0.180], [-0.626, -0.797, 0.399], [0.343, -0.678, -1.180], [2.430, 1.337, 0.007], [-1.263, 1.568, -1.277], [-0.183, 0.370, -1.159], [-1.012, 0.011, 0.136]],
  "e_lumo_ev": [-4.54, -3.87],
  "homo_ev": [-9.93, -11.70],
  "total_charge": 1,
  "orbital_gap_ev": [5.39, 7.82]
}

***

Record 2
{
  "formula": "C19H39O3P3Tc",
  "method": "ωB97M-V with the def2-TZVPD basis set",
  "species": ["P", "C", "H", "H", "H", "C", "H", "H", "H", "C", "H", "H", "H", "P", "C", "H", "H", "H", "C", "H", "H", "H", "C", "H", "H", "H", "P", "C", "H", "H", "H", "C", "H", "H", "H", "C", "H", "H", "H", "Tc", "C", "O", "C", "O", "C", "C", "C", "C", "C", "C", "H", "H", "H", "H", "H", "H", "C", "C", "O", "H", "H", "H", "H", "H", "H"],
  "coordinates": [[2.73072, -0.68682, -0.00226], [3.44203, -0.96853, 1.66565], [4.55095, -1.00218, 1.56158], [3.15006, -1.93107, 2.12066], [3.22679, -0.17010, 2.39728], [3.38695, -2.21846, -0.71829], [3.41247, -2.21836, -1.82103], [2.84539, -3.13353, -0.39608], [4.44337, -2.34371, -0.38269], [3.84838, 0.62654, -0.49388], [4.88347, 0.22620, -0.48055], [3.82494, 1.48122, 0.21091], [3.66486, 1.03532, -1.50189], [-0.73236, 2.62314, -0.46098], [-0.79792, 3.73098, 1.00539], [-1.32164, 4.67524, 0.73812], [0.20398, 4.02144, 1.36185], [-1.34520, 3.30190, 1.86244], [0.19239, 3.82257, -1.49517], [0.12456, 3.63301, -2.57974], [1.26897, 3.86262, -1.22916], [-0.20945, 4.85072, -1.33454], [-2.48235, 2.88505, -0.94504], [-2.66227, 3.96774, -1.12698], [-3.18092, 2.58001, -0.13929], [-2.79610, 2.34678, -1.85773], [-1.98488, -1.99084, 0.00180], [-2.78374, -2.27903, 1.62068], [-3.36377, -3.22798, 1.56190], [-3.51234, -1.48985, 1.87473], [-2.09724, -2.38698, 2.47824], [-3.49347, -1.94936, -0.96369], [-4.17855, -2.74512, -0.59629], [-3.34254, -2.13461, -2.03796], [-4.03323, -0.98743, -0.85670], [-1.32368, -3.68796, -0.16689], [-2.18528, -4.39582, -0.17626], [-0.68045, -3.99621, 0.68562], [-0.74234, -3.88064, -1.08819], [-0.06137, 0.22298, 0.01270], [1.07384, 1.26611, 1.25844], [1.70363, 1.98163, 2.04211], [-1.56047, 0.55948, 1.26288], [-2.45369, 0.89884, 2.04457], [-1.29801, -0.33206, -3.36668], [-0.65016, -1.55923, -3.29784], [0.76751, -1.60300, -3.15439], [1.50964, -0.44554, -3.35634], [0.84877, 0.81561, -3.42533], [-0.53368, 0.85445, -3.56759], [-2.35652, -0.27221, -3.47695], [-1.16634, -2.45853, -3.43657], [1.23692, -2.55852, -3.10159], [2.53772, -0.48040, -3.54518], [1.44390, 1.68744, -3.57338], [-1.02493, 1.71401, -3.90536], [0.58959, -2.55817, 3.41119], [0.37630, -1.25867, 2.74181], [0.38311, -1.50777, 1.33269], [-0.20184, -3.25975, 3.18261], [0.56532, -2.33546, 4.48376], [1.55142, -2.98868, 3.17073], [-0.58814, -0.81130, 2.99800], [1.16544, -0.52248, 2.96050], [0.77952, -2.29458, 0.92845]],
  "atomic_forces_ev_per_a": [[1.469, 0.080, 0.875], [-0.227, 0.053, 1.133], [-0.712, 0.088, -0.219], [0.022, 0.382, -0.326], [0.119, -0.281, -0.382], [-0.090, -1.021, -1.055], [-0.085, 0.054, 0.410], [0.194, 0.562, -0.085], [-0.690, 0.310, -0.040], [0.468, 1.088, -0.845], [-0.518, 0.094, -0.011], [-0.103, -0.513, -0.221], [0.058, -0.227, 0.327], [-0.825, 2.600, -0.034], [0.233, -0.091, 1.210], [0.264, -0.739, -0.164], [-0.309, -0.169, -0.197], [0.204, 0.114, -0.344], [0.819, 0.038, -0.918], [-0.005, -0.052, 0.403], [-0.561, -0.133, -0.039], [0.026, -0.850, 0.121], [-0.926, -0.596, -0.554], [0.418, -0.591, 0.155], [0.500, 0.117, -0.298], [0.236, 0.187, 0.332], [-0.640, -1.031, 0.788], [-0.231, 0.483, 1.148], [0.466, 0.536, -0.239], [0.295, -0.269, -0.159], [-0.204, 0.076, -0.485], [-0.886, 0.266, -1.118], [0.500, 0.401, -0.092], [0.008, 0.096, 0.325], [0.330, -0.411, 0.019], [0.872, -0.736, -0.604], [0.400, 0.598, 0.005], [-0.479, 0.366, -0.362], [-0.322, 0.177, 0.315], [-0.195, -0.535, 1.232], [4.800, 5.740, 5.736], [-4.935, -5.707, -6.127], [-6.716, 2.779, 5.743], [7.014, -2.761, -6.146], [0.844, 0.292, -0.466], [-0.144, 2.113, 0.599], [0.210, 0.648, -1.095], [-1.752, 1.512, 0.468], [2.004, -2.097, -0.603], [-1.306, -2.357, 1.101], [-0.606, -0.084, -0.195], [-0.881, -1.257, 0.014], [0.425, -0.567, 0.165], [1.529, -0.091, 0.183], [0.315, 0.614, -0.038], [-0.667, 1.355, -0.355], [-0.078, 0.233, 1.315], [0.651, -0.228, 0.679], [-0.676, 0.858, -2.046], [-0.162, -0.223, 0.036], [0.088, -0.484, 0.023], [0.277, -0.174, 0.012], [0.051, -0.140, -0.131], [-0.244, -0.339, 0.065], [0.066, -0.153, 1.061]],
  "e_lumo_ev": [-13.72, -16.90],
  "s2": 3.795,
  "spin_multiplicity": 4,
  "homo_ev": [-21.82, -22.02],
  "total_charge": 4,
  "orbital_gap_ev": [8.10, 5.11]
}

***

Record 3
{
  "formula": "C5H8N2",
  "method": "ωB97M-V with the def2-TZVPD basis set",
  "species": ["C", "C", "C", "C", "N", "C", "N", "H", "H", "H", "H", "H", "H", "H", "H"],
  "coordinates": [[0.33194, -0.14253, 2.46323], [0.05078, -0.21070, 1.09352], [-0.31236, 0.83799, 0.13452], [-0.07607, 0.34894, -1.19902], [-0.34924, 1.06550, -2.38102], [0.28283, -0.95835, -1.07935], [0.24034, -1.34121, 0.26234], [0.27053, -1.04663, 3.05818], [0.10493, 0.78674, 2.97711], [-1.17074, -0.06291, 1.05771], [-0.59928, 1.84868, 0.39864], [0.06181, 0.63346, -3.19983], [-0.04790, 2.03131, -2.33927], [0.39525, -1.70397, -1.85961], [0.81718, -2.08633, 0.61282]],
  "atomic_forces_ev_per_a": [[0.007, -0.031, 0.146], [0.530, -0.053, 0.036], [-0.478, -0.240, 0.179], [-0.166, -0.186, 0.306], [0.082, -0.011, 0.065], [-0.057, -0.008, 0.034], [0.174, 0.024, 0.160], [0.098, 0.021, -0.117], [0.094, -0.121, -0.127], [-0.237, 0.792, -1.174], [0.075, -0.235, 0.153], [-0.085, 0.017, 0.136], [-0.036, -0.122, 0.073], [0.035, 0.165, 0.175], [-0.037, -0.012, -0.046]],
  "e_lumo_ev": 0.73,
  "homo_ev": -6.14,
  "orbital_gap_ev": 6.88
}

***

Record 4
{
  "formula": "C2H6OS2",
  "method": "ωB97M-V with the def2-TZVPD basis set",
  "species": ["C", "S", "H", "H", "C", "S", "O", "H", "H", "H", "H"],
  "coordinates": [[-3.36955, -0.58044, 0.01189], [-2.74734, -1.37551, 1.25736], [-2.78127, -0.18456, -0.83019], [-4.45123, -0.49471, -0.16254], [1.69011, -0.59999, -0.14581], [1.14560, 1.00509, 0.58092], [2.50447, 1.91721, 0.10336], [2.76081, -0.38534, -0.16367], [1.34555, -0.74826, -1.11455], [1.50597, -1.47745, 0.52834], [2.39687, 2.92396, -0.06510]],
  "atomic_forces_ev_per_a": [[-0.230, -0.335, -0.651], [-0.061, 0.327, -0.238], [0.048, -0.035, 0.540], [0.288, 0.059, 0.345], [1.039, 0.829, 2.370], [-0.057, 0.026, -0.236], [0.284, 1.644, -0.292], [0.103, -0.500, -0.140], [-0.777, -0.290, -1.635], [-0.036, 1.064, -0.529], [-0.602, -2.789, 0.466]],
  "e_lumo_ev": -0.43,
  "homo_ev": -8.33,
  "smiles": "C=S.CSO",
  "orbital_gap_ev": 7.90
}